Record 1
Here is a molecular structure, H16Li5O16S2 from the Open Molecules 2025 dataset. Energies are from wB97M-V/def2-TZVPD.

Structure (ORCA input):
```
! RIJCOSX wB97M-V def2-TZVPD def2/J DEFGRID3
* xyz 0 2
Li -28.5869 -0.3298 1.4360
Li -26.9444 -2.1500 4.9748
Li -28.4227 -6.1247 3.1557
Li -25.4797 -4.4018 3.0694
Li -26.0809 -2.1421 1.3875
S -26.5621 0.2353 3.0095
O -27.8545 0.6772 3.2907
O -26.5865 -0.3066 1.6536
O -25.7458 1.4426 3.0723
O -26.0679 -0.7679 3.9618
S -28.4093 -3.1611 2.8915
O -28.8546 -2.1918 1.9028
O -26.9871 -3.2853 2.7799
O -28.6576 -2.6212 4.2460
O -29.0426 -4.4462 2.6394
O -29.5765 -3.8297 6.4729
H -29.0087 -3.6135 5.7332
H -29.6749 -3.0051 6.9489
O -29.6529 -0.4644 4.9081
H -29.0393 0.0608 4.3944
H -29.2842 -1.3476 4.8927
O -29.7894 -6.5454 4.6648
H -30.2249 -5.7483 4.9668
H -29.9630 -7.1888 5.3519
O -28.9925 -7.1015 1.3870
H -28.3726 -6.5499 0.9099
H -29.8471 -6.7060 1.2154
O -31.3719 -2.7778 0.9916
H -30.5081 -2.5638 1.3443
H -31.9871 -2.3522 1.5886
O -30.7839 -5.2007 -0.0102
H -30.8745 -4.4504 0.5772
H -31.6826 -5.4855 -0.1761
O -31.6482 -4.3526 4.1547
H -31.8063 -3.5105 4.5814
H -30.9296 -4.1820 3.5459
O -26.8169 -2.7033 -0.7250
H -27.7473 -2.5057 -0.8320
H -26.4461 -2.5938 -1.6007
*
```

LUMO energy (spin up / spin down) = -0.70 / -0.88 eV
Expectation value of S² = 0.75
DFT total energy = -55724.154 eV
HOMO (spin up / spin down) = -5.21 / -8.41 eV

---

Record 2
Here is a molecular structure, H16LiO8 from the Open Molecules 2025 dataset. Energies are from wB97M-V/def2-TZVPD.

Structure (ORCA input):
```
! RIJCOSX wB97M-V def2-TZVPD def2/J DEFGRID3
* xyz 1 1
Li 0.0009 0.4693 0.0813
O 0.8889 2.1923 1.2283
H 1.6629 2.3863 0.8393
H 1.2179 1.6723 2.0193
O 1.9709 -0.2007 -0.9637
H 1.9259 -1.1107 -1.4547
H 2.9119 -0.1187 -0.7957
O -3.2591 0.6413 -0.9937
H -2.9741 0.6883 -1.8707
H -2.4711 0.2833 -0.6467
O -0.3141 -0.9627 -1.2227
H -0.1271 -1.8587 -0.9147
H -0.1861 -1.2447 -2.1707
O -0.1891 1.6913 -1.6307
H 0.1449 1.4513 -2.4317
H -0.4201 2.6123 -1.8487
O 0.0309 -3.1557 0.2043
H -0.8641 -3.2967 0.6393
H 0.3489 -2.3577 0.6223
O 0.9259 -0.8207 1.7073
H 1.8449 -1.1657 1.6513
H 0.6879 -0.7907 2.7043
O -1.0911 0.8423 1.3303
H -1.4361 0.3203 2.0913
H -1.2311 1.8333 1.8263
*
```

LUMO energy = -3.62 eV
DFT total energy = -16839.802 eV
Energy relative to the best compared isomer or geometry (same formula, charge and spin) = 52.22 kcal per mole
HOMO = -13.89 eV

---

Record 3
Here is 9 unconnected molecules or ions with the total composition H16NO11 from the Open Molecules 2025 dataset. Energies are from wB97M-V/def2-TZVPD.

Structure (ORCA input):
```
! RIJCOSX wB97M-V def2-TZVPD def2/J DEFGRID3
* xyz -1 1
N -21.8050 19.6210 -10.4310
O -22.6960 18.8140 -10.0870
O -21.1090 19.1780 -11.3690
O -21.0910 20.1170 -9.5080
O -23.1260 16.5870 -8.4710
H -22.2990 16.1590 -8.2870
H -22.8920 17.3790 -8.9680
O -18.8830 19.0850 -13.5530
H -18.7340 18.6630 -14.4000
H -19.8300 18.9720 -13.3630
O -18.4360 19.7770 -10.7380
H -19.3930 19.7600 -10.9910
H -18.3090 20.6940 -10.3580
O -22.8670 16.6490 -11.9040
H -22.5130 17.3850 -11.4170
H -23.6830 16.3590 -11.5540
O -22.1200 20.5740 -6.7240
H -22.6180 19.7620 -6.6960
H -22.0350 20.7350 -7.6300
O -19.2550 21.7850 -7.5290
H -18.2940 21.8430 -7.5930
H -19.5640 21.1260 -8.1390
O -20.3890 18.2540 -7.3270
H -20.2520 17.3590 -7.6600
H -20.8410 18.7730 -7.9680
O -20.2860 16.8430 -9.8890
H -19.8130 16.8480 -10.6950
H -20.4300 17.7670 -9.8630
*
```

LUMO energy = 2.28 eV
DFT total energy = -24270.085 eV
Energy relative to the best compared isomer or geometry (same formula, charge and spin) = 57.97 kcal per mole
HOMO = -6.96 eV

---

Record 4
Here is a molecular structure, H16Na5O12S from the Open Molecules 2025 dataset. Energies are from wB97M-V/def2-TZVPD.

Structure (ORCA input):
```
! RIJCOSX wB97M-V def2-TZVPD def2/J DEFGRID3
* xyz 3 1
Na 0.1141 4.0681 -0.4096
Na 3.0249 -0.2913 0.5076
Na 0.9981 2.3453 -3.1759
Na -1.0373 -0.2912 -3.6180
Na 2.4732 -1.0000 -3.3892
S 0.1588 0.2887 -0.8279
O 0.7603 -0.4626 0.2622
O -1.2100 -0.1422 -1.1162
O 0.1646 1.7231 -0.4626
O 0.9788 0.2064 -2.0540
O 0.6562 -4.3713 -0.4591
H 0.2446 -4.5324 -1.3155
H 0.5499 -3.4247 -0.3129
O 3.2550 2.2142 0.2485
H 2.5815 2.5140 -0.3655
H 3.7160 3.0216 0.5347
O -3.7450 0.7066 -1.6956
H -4.3517 -0.0125 -1.4758
H -2.8767 0.3729 -1.4591
O -1.2385 -0.5187 2.4309
H -0.5104 -0.4105 1.7984
H -1.2821 -1.4611 2.6291
O 1.8900 -2.5596 1.6570
H 1.1856 -2.1915 1.1154
H 1.6738 -2.2801 2.5587
O 0.8072 2.9743 1.7559
H 0.5429 2.3287 1.0817
H 1.7676 2.9633 1.7452
O -1.3857 -2.5634 -0.1261
H -1.6487 -2.5752 0.7975
H -1.2957 -1.6206 -0.3530
O -2.6086 1.8985 1.0440
H -2.6294 1.2500 1.7642
H -1.7232 1.8333 0.6852
*
```

LUMO energy = -12.34 eV
DFT total energy = -57725.497 eV
Energy relative to the best compared isomer or geometry (same formula, charge and spin) = 54.33 kcal per mole
HOMO = -17.82 eV

---

Record 5
Here is a molecular structure, H16NaO8 from the Open Molecules 2025 dataset. Energies are from wB97M-V/def2-TZVPD.

Structure (ORCA input):
```
! RIJCOSX wB97M-V def2-TZVPD def2/J DEFGRID3
* xyz 1 1
Na 0.0226 -0.0610 -0.3567
O 0.0956 -2.0290 1.0403
H -0.6844 -2.1830 1.5293
H 0.1036 -2.7680 0.4283
O -2.1084 2.2090 -0.7137
H -2.1754 2.8120 0.0483
H -1.2434 2.3200 -1.0787
O 1.5586 -1.6020 -1.4297
H 2.3426 -1.0800 -1.6357
H 1.9346 -2.3080 -0.8587
O 2.1826 0.2560 0.6343
H 2.6176 0.1020 1.5023
H 2.8296 -0.0440 -0.0037
O -2.4574 -0.5180 -1.3857
H -2.4824 -1.3510 -1.8167
H -2.5594 0.1470 -2.0827
O 0.6216 1.6550 -1.7547
H 0.5676 1.1970 -2.6177
H 0.7236 2.5640 -2.0047
O 0.8876 -0.1180 3.0653
H 1.5946 -0.4320 3.6913
H 1.0556 -0.5930 2.2503
O -1.8484 0.2350 1.2323
H -2.1324 0.7270 0.4973
H -1.4454 0.8640 1.8203
*
```

LUMO energy = -3.49 eV
DFT total energy = -21052.591 eV
Energy relative to the best compared isomer or geometry (same formula, charge and spin) = 19.53 kcal per mole
HOMO = -14.47 eV

---

Record 6
Here is 8 unconnected molecules or ions with the total composition H16O8 from the Open Molecules 2025 dataset. Energies are from wB97M-V/def2-TZVPD.

Structure (ORCA input):
```
! RIJCOSX wB97M-V def2-TZVPD def2/J DEFGRID3
* xyz 0 1
H 0.4874 -1.3142 0.7350
H 0.4020 -0.5879 -0.5974
H -2.7527 -0.8458 -0.4339
H -3.3783 -1.5253 -1.6409
H 0.5553 -2.7248 -3.0462
H -0.5953 -3.4649 -2.3840
H 0.7650 -2.3819 5.1240
H -0.0631 -3.0028 4.0109
H 1.8714 1.1432 2.5483
H 1.0626 0.5592 1.4017
H 2.3919 2.4655 -2.1181
H 2.5307 1.0376 -1.6162
H 0.0266 3.3046 -2.2059
H -1.1209 2.4935 -2.7849
H -0.5172 2.1939 1.4540
H -1.1695 3.4899 1.9067
O 0.6091 -1.4467 -0.2119
O -3.5459 -1.3154 -0.7153
O -0.3984 -2.8524 -3.1018
O 0.7992 -3.0581 4.4380
O 1.7172 1.2379 1.6016
O 1.8818 1.6638 -1.9563
O -0.2738 2.3980 -2.3352
O -1.2849 2.5332 1.9279
*
```

LUMO energy = -0.06 eV
SMILES = O.O.O.O.O.O.O.O
DFT total energy = -16638.763 eV
Energy relative to the best compared isomer or geometry (same formula, charge and spin) = 74.89 kcal per mole
HOMO = -11.14 eV